(1)
C3H3LuO2 as an isolated structure at a distorted geometry. Source: the OMol25 dataset; level of theory: ωB97M-V/def2-TZVPD.

Results
HOMO (alpha / beta): -15.89 / -16.39 eV
F_max: 6.0 eV/Å
DFT total energy: -40849.622 eV
Multiplicity: 1
Kohn-Sham gap (alpha / beta): 4.2197 / 4.6394 eV
Energy above the lowest of the compared OMol25 structures with the same formula, charge and spin: 121.8 kcal/mol
M: 246.02 g mol⁻¹
Total charge: +2

Positions of all 9 atoms, in Å:
1 O 0.34933 0.12667 1.17316
2 C 0.75954 0.10092 -1.96015
3 O -0.25986 0.62985 -1.67969
4 Lu -1.36673 1.10279 0.29641
5 C 1.38964 -0.41809 0.45380
6 H 2.34717 0.09887 0.58835
7 H 1.15461 -1.83711 2.09887
8 C 1.14739 -1.65098 1.02317
9 H 0.83207 -2.47933 0.38696

Atoms 1-6, force components in eV/Å:
O -4.41 3.78 -1.29
C -0.93 0.41 0.49
O 0.42 -0.31 0.65
Lu 3.47 -1.70 0.85
C 1.30 1.27 0.81
H -0.08 0.01 -0.99

These are the Löwdin partial charges, in e, on atoms 1 to 8: O -0.39; C 0.21; O -0.18; Lu 2.14; C -0.32; H 0.15; H 0.12; C 0.16



(2)
A 2-piece molecular cluster, C19H23F4Si overall at a distorted geometry. Source: the OMol25 dataset; level of theory: ωB97M-V/def2-TZVPD.

Results
HOMO: -13.11 eV
F_max: 2.5 eV/Å
DFT total energy: -38815.090 eV
Multiplicity: 1
Kohn-Sham gap: 7.0395 eV
Energy above the lowest of the compared OMol25 structures with the same formula, charge and spin: 19.3 kcal/mol
M: 355.47 g mol⁻¹
Total charge: +1

Positions of all 47 atoms, in Å:
1 C -1.13376 -4.71317 8.22684
2 C 0.07377 -4.41322 9.13236
3 Si 0.01069 -2.89336 10.20832
4 C -1.60923 -2.76400 11.14392
5 C -1.70747 -1.70784 12.26476
6 C 1.51202 -2.58988 11.29405
7 C 2.91969 -2.69451 10.67912
8 H -0.04332 -1.68617 9.17388
9 H -0.97485 -5.67021 7.71346
10 H -2.06254 -4.77604 8.80513
11 H -1.25505 -3.94794 7.44800
12 H 0.27026 -5.24216 9.82569
13 H 0.98441 -4.31096 8.52055
14 H -2.39081 -2.55512 10.37926
15 H -1.81431 -3.79205 11.51664
16 H -2.59697 -1.91316 12.88236
17 H -0.81117 -1.71812 12.90672
18 H -1.83092 -0.69685 11.84344
19 H 1.38075 -1.57636 11.72602
20 H 1.39884 -3.29074 12.14632
21 H 3.66286 -2.72510 11.49131
22 H 3.02139 -3.60509 10.07180
23 H 3.14984 -1.81994 10.05196
24 F 3.34528 -0.07000 4.47503
25 C 3.02598 -0.17071 5.81145
26 C 4.04251 0.13997 6.72005
27 C 3.67139 0.11122 8.05869
28 F 4.62531 0.42718 9.00295
29 C 2.39094 -0.21162 8.51067
30 C 1.34494 -0.39611 7.53948
31 C 0.00355 -0.40416 8.03787
32 C -1.22601 -0.24724 7.29343
33 C -2.42821 -0.02915 8.04305
34 C -3.58446 0.35830 7.36783
35 F -4.67475 0.76413 8.11126
36 C -3.70581 0.38076 5.97760
37 C -2.53803 0.09897 5.27467
38 F -2.59723 0.18369 3.89951
39 C -1.32825 -0.25906 5.87553
40 C 1.74152 -0.56504 6.18867
41 H 5.03148 0.48915 6.40080
42 H 2.16529 -0.26850 9.57928
43 H -0.08101 0.12289 9.02249
44 H -2.41950 -0.11488 9.14005
45 H -4.60650 0.73203 5.48124
46 H -0.49363 -0.48393 5.22499
47 H 1.07668 -0.95648 5.41289

Atoms 1-6, force components in eV/Å:
C 0.15 -0.05 0.06
C 0.39 0.23 -0.19
Si -0.29 -0.12 0.09
C -0.29 0.07 -0.38
C -0.07 -0.22 0.00
C -0.16 0.43 0.11

These are the Löwdin partial charges, in e, on atoms 1 to 8: C -0.14; C -0.33; Si 0.71; C -0.33; C -0.15; C -0.32; C -0.14; H 0.04



(3)
B2H8Tl as an isolated structure at a distorted geometry. Source: the OMol25 dataset; level of theory: ωB97M-V/def2-TZVPD.

Results
HOMO: -15.30 eV
F_max: 5.8 eV/Å
DFT total energy: -6155.430 eV
Multiplicity: 1
Kohn-Sham gap: 3.7162 eV
Energy above the lowest of the compared OMol25 structures with the same formula, charge and spin: 102.6 kcal/mol
M: 234.07 g mol⁻¹
Total charge: +1

Positions of all 11 atoms, in Å:
1 Tl 0.01398 -0.63040 1.80316
2 B 1.71097 -1.17942 -0.61498
3 H 1.10469 -2.06169 -0.47985
4 H 0.97602 -0.39991 -0.74320
5 H 2.25845 -0.90480 0.27333
6 H 2.41891 -1.26534 -1.42473
7 B -1.67850 1.31137 0.22920
8 H -1.15578 1.93179 0.94060
9 H -1.00436 0.74049 -0.39036
10 H -2.25730 0.55538 0.73685
11 H -2.38707 1.90255 -0.32998

Atoms 1-6, force components in eV/Å:
Tl -0.19 0.53 -1.25
B -1.60 0.27 0.15
H -3.21 -3.96 -1.25
H -3.29 2.97 0.63
H 3.43 3.10 3.44
H 3.98 -1.97 -2.32

These are the Löwdin partial charges, in e, on atoms 1 to 8: Tl 1.33; B -0.19; H 0.02; H -0.04; H 0.01; H 0.07; B -0.23; H 0.00



(4)
A 5-piece molecular cluster, H10O5 overall at a distorted geometry. Source: the OMol25 dataset; level of theory: ωB97M-V/def2-TZVPD.

Results
HOMO: -10.42 eV
F_max: 3.6 eV/Å
DFT total energy: -10399.695 eV
SMILES: O.O.O.O.O
Multiplicity: 1
Kohn-Sham gap: 10.4478 eV
Energy above the lowest of the compared OMol25 structures with the same formula, charge and spin: 26.6 kcal/mol
M: 90.07 g mol⁻¹
Total charge: 0

Positions of all 15 atoms, in Å:
1 O 1.11533 -1.82841 -1.00568
2 H 1.44363 -2.63751 -1.32865
3 H 1.77693 -1.58725 -0.35458
4 O -0.84785 -0.63168 0.31950
5 H -0.13849 -1.23217 0.00796
6 H -0.63243 -0.41797 1.23667
7 O 0.83978 1.45648 -0.91837
8 H 0.47630 0.69026 -1.37940
9 H 0.90784 1.11528 -0.00517
10 O 0.64647 1.02857 2.37179
11 H 0.48215 1.94044 2.61190
12 H 1.56913 0.81771 2.51494
13 O -2.69369 0.76723 -1.32890
14 H -3.01034 0.10823 -1.85926
15 H -1.93474 0.41078 -0.88276

Atoms 1-6, force components in eV/Å:
O -0.10 1.22 0.57
H 0.35 -1.72 -0.87
H 0.28 0.34 0.10
O 0.37 -0.45 0.25
H -0.76 0.24 0.07
H -0.10 0.18 -0.12

These are the Löwdin partial charges, in e, on atoms 1 to 8: O -0.01; H 0.04; H 0.07; O -0.07; H 0.00; H 0.03; O -0.07; H 0.01



(5)
A 2-piece molecular cluster, C4H9NOS overall at a distorted geometry. Source: the OMol25 dataset; level of theory: ωB97M-V/def2-TZVPD.

Results
HOMO: -9.05 eV
F_max: 5.2 eV/Å
DFT total energy: -18662.306 eV
Multiplicity: 1
Kohn-Sham gap: 7.3497 eV
Energy above the lowest of the compared OMol25 structures with the same formula, charge and spin: 120.4 kcal/mol
M: 119.19 g mol⁻¹
Total charge: 0

Positions of all 16 atoms, in Å:
1 C 2.25788 0.09275 -0.41056
2 N 1.04699 -0.77923 -0.19108
3 C -0.17196 -0.02004 -0.16132
4 C -1.48751 -0.81289 0.21462
5 S -2.79972 0.47268 0.04475
6 C -0.22769 1.09613 0.82133
7 O 0.11963 1.00993 2.04722
8 H 3.08399 -0.49112 -0.62088
9 H 2.04726 0.77730 -1.25629
10 H 2.51586 0.74050 0.51606
11 H 1.19091 -1.19767 0.76502
12 H -0.49622 0.35157 -1.21293
13 H -1.63433 -1.66712 -0.46175
14 H -1.51805 -1.01071 1.28607
15 H -3.14857 -0.50279 -1.74917
16 H -0.77847 1.94072 0.36891

Atoms 1-6, force components in eV/Å:
C -2.33 2.03 1.50
N 1.28 -0.29 1.33
C -1.32 -0.80 -1.29
C 1.06 0.99 0.10
S -1.50 -2.86 -4.07
C 0.75 0.57 3.98

These are the Löwdin partial charges, in e, on atoms 1 to 8: C -0.10; N -0.08; C -0.49; C -0.54; S 0.63; C -0.29; O 0.01; H 0.04



(6)
C4H8O3 as an isolated structure at a distorted geometry. Source: the OMol25 dataset; level of theory: ωB97M-V/def2-TZVPD.

Results
HOMO: -9.40 eV
F_max: 1.6 eV/Å
DFT total energy: -10417.113 eV
Multiplicity: 1
Kohn-Sham gap: 10.2071 eV
Energy above the lowest of the compared OMol25 structures with the same formula, charge and spin: 89.7 kcal/mol
M: 104.10 g mol⁻¹
Total charge: 0

Positions of all 15 atoms, in Å:
1 O -0.61681 1.18386 -0.78343
2 C -1.71612 0.27811 -0.76567
3 C -1.15462 -0.98671 -0.09328
4 C 0.37152 -0.61225 -0.10266
5 O 1.11602 -1.13598 -0.88061
6 C 1.48269 0.56066 1.02969
7 O 2.66587 0.46205 0.34404
8 H -0.10707 1.13351 0.07126
9 H -1.99873 0.09431 -1.81173
10 H -2.59579 0.70404 -0.26387
11 H -1.32704 -1.90264 -0.68468
12 H -1.56114 -1.17533 0.90638
13 H 1.40155 1.65755 1.27303
14 H 1.47662 0.05311 2.00222
15 H 2.56306 -0.31426 -0.24070

Atoms 1-6, force components in eV/Å:
O -0.30 1.07 0.14
C 0.06 0.06 0.06
C 0.43 0.23 0.22
C 1.18 -0.52 0.64
O -0.23 0.14 0.52
C -0.33 -0.77 -0.04

These are the Löwdin partial charges, in e, on atoms 1 to 8: O -0.10; C -0.23; C -0.07; C -0.25; O 0.08; C -0.15; O -0.08; H 0.05



Which formula does entry 1 have? C3H3LuO2